Entry 1:
{
  "formula": "C2HBr2FO",
  "method": "wB97M-V/def2-TZVPD",
  "symbols": ["C", "C", "O", "F", "Br", "Br", "H"],
  "coordinates": [[1.2517, 0.2399, 0.1542], [0.1972, -0.7158, -0.0972], [2.1502, 0.0620, 0.9397], [0.1219, -1.8370, 0.5935], [-3.5773, 1.3736, -0.0742], [-1.2948, -0.2702, -1.0506], [1.1512, 1.1475, -0.4653]],
  "lowdin_charge": [-0.33, -0.69, 0.07, 0.05, 0.01, 0.77, 0.11],
  "total_energy_ev": -146936.757,
  "e_lumo_ev": [0.59, -3.74],
  "total_charge": 0,
  "spin_multiplicity": 3
}


Entry 2:
{
  "formula": "C2HBr3O2",
  "method": "wB97M-V/def2-TZVPD",
  "symbols": ["C", "C", "O", "O", "Br", "Br", "Br", "H"],
  "coordinates": [[-1.4140, 0.2210, 0.0029], [0.8815, -0.2745, -0.0029], [-1.2520, 1.3932, 0.0159], [-0.4182, -0.7014, -0.0060], [1.3026, 0.7834, 1.5879], [1.9618, -1.8820, 0.0012], [1.3061, 0.7821, -1.5954], [-2.3677, -0.3218, -0.0036]],
  "lowdin_charge": [-0.44, -1.76, -0.02, -0.23, 0.80, 0.71, 0.78, 0.14],
  "total_energy_ev": -216305.745,
  "e_lumo_ev": [-0.86, -5.31],
  "total_charge": 0,
  "spin_multiplicity": 3
}


Entry 3:
{
  "formula": "C2HBrClFIN",
  "method": "wB97M-V/def2-TZVPD",
  "symbols": ["C", "C", "N", "F", "Cl", "Br", "I", "H"],
  "coordinates": [[0.7066, 0.2248, -0.3590], [-0.7810, -0.4018, 0.3759], [1.5296, 0.6425, 0.4255], [-0.5385, -0.6457, 1.6676], [0.4608, 0.2298, -2.1425], [-1.5259, -2.0587, -0.4535], [-2.3342, 1.0651, 0.0905], [2.4826, 0.9440, 0.3955]],
  "lowdin_charge": [-0.78, -1.25, 0.15, -0.09, 0.55, 0.56, 0.79, 0.09],
  "total_energy_ev": -96961.575,
  "e_lumo_ev": -0.24,
  "total_charge": 0
}


Entry 4:
{
  "formula": "C2HBrClIO",
  "method": "wB97M-V/def2-TZVPD",
  "symbols": ["C", "C", "O", "Cl", "Br", "I", "H"],
  "coordinates": [[1.8356, 0.7964, 0.0501], [-1.0058, -0.7711, -0.0770], [1.9202, 1.1327, -1.1026], [1.7556, 1.5604, 1.5621], [-2.0086, 0.0534, 1.2975], [-1.5075, -2.6755, -0.7166], [-0.9895, -0.0963, -1.0135]],
  "lowdin_charge": [-0.66, -1.24, 0.00, 0.65, 0.53, 0.74, -0.02],
  "total_energy_ev": -94799.219,
  "e_lumo_ev": [-1.30, -0.97],
  "total_charge": 0
}


The records above give, respectively, energy relative to the best compared isomer or geometry (same formula, charge and spin) values of 0.00; 44.49; 13.79; 77.96 kcal/mol.
The records above give, respectively, strongest force on any atom values of 0.02404; 0.10254; 0.07024; 0.07979 Eh/bohr.